# 1
C6H7N3O | ωB97M-V/def2-TZVPD

```
! wB97M-V def2-TZVPD RIJCOSX def2/J DEFGRID3
* xyz 0 1
C -1.6227 1.3805 2.2259
C -1.5923 0.9705 0.8818
C 0.2602 0.3147 1.8289
C 1.4063 0.0690 -0.7019
C -0.0306 -0.4425 -0.5620
C 1.4814 -0.3191 2.1019
N -0.4120 1.0083 2.7544
N 2.5519 -0.4327 2.5715
N -0.4866 0.2388 0.6492
O 3.5138 -0.7283 3.1394
H -2.2003 2.1179 2.8683
H -2.3762 1.0099 0.0599
H 1.9085 -0.4638 -1.5649
H 1.4848 1.1247 -1.0652
H -0.6344 -0.3131 -1.3863
H 0.0357 -1.4772 -0.2440
H 1.8777 0.0290 0.3186
*
```

Properties
Calculated total energy: -12849.194 eV
HOMO: -8.41 eV
Energy above the lowest of the compared OMol25 structures with the same formula, charge and spin: 374.7 kJ/mol
Lowest unoccupied orbital energy: 0.5 eV
Gap between HOMO and LUMO: 0.3286 Ha

***

# 2
C6H7N3O2 | ωB97M-V/def2-TZVPD

```
! wB97M-V def2-TZVPD RIJCOSX def2/J DEFGRID3
* xyz 0 1
C -0.5428 0.6682 -0.1674
C 0.5885 1.1136 -0.0625
C 3.0285 1.3180 0.3757
C -1.7554 0.0545 -0.1418
C -1.7640 -1.3193 0.5735
C -2.8969 0.4170 -0.7630
N 1.1414 -1.9312 -1.0186
N 1.9145 -1.4727 1.0792
N 1.8611 1.5641 -0.3377
O 4.0482 1.7605 -0.0684
O 1.5882 -1.7014 0.0259
H 3.0539 0.7290 1.4177
H -0.7663 -1.7886 0.2879
H -1.6413 -1.0084 1.6648
H -2.8062 -1.7238 0.4031
H -3.1056 1.3505 -1.2104
H -3.7638 -0.1007 -0.8681
H 1.8181 2.0708 -1.1900
*
```

Properties
Calculated total energy: -14889.836 eV
HOMO: -8.60 eV
Energy above the lowest of the compared OMol25 structures with the same formula, charge and spin: 1032.0 kJ/mol
Lowest unoccupied orbital energy: 0.1 eV
Gap between HOMO and LUMO: 0.3188 Ha